Here is C15H12F6N11OPPt as an isolated structure from the OMol25 dataset. Energies are from ωB97M-V/def2-TZVPD.

Computed properties:
**Total charge**: -2
**M**: 702.4 u
**Strongest force on any atom**: 2.35 eV/A
**DFT total energy**: -2316.26245 Ha

```
47
Properties=species:S:1:pos:R:3:mulliken_charge:R:1
Pt 1.373 -0.696 0.016 0.814
P 5.855 0.104 -0.089 1.181
F 6.386 -1.347 -0.542 -0.380
F 5.768 0.562 -1.647 -0.378
F 5.318 1.578 0.353 -0.371
F 7.393 0.651 -0.018 -0.380
F 4.318 -0.416 -0.168 -0.277
F 5.933 -0.327 1.464 -0.367
O -0.722 -0.845 -1.956 -0.666
N 1.861 -2.564 0.706 0.240
N -1.522 -0.321 0.084 0.942
N -3.684 5.054 -1.531 -0.654
N -3.459 -1.749 1.448 0.110
N -1.724 -0.789 -1.207 0.582
N -0.148 -2.986 2.009 -0.060
N 2.987 -3.273 0.514 -0.198
N -2.295 -2.546 1.650 -0.789
N -0.587 -0.992 0.869 -1.069
N 1.734 -4.406 1.875 -0.576
N 2.909 -4.349 1.210 -0.567
C -4.267 -2.024 0.301 -0.492
C -1.078 -2.142 1.431 0.314
C -2.924 -1.112 -1.668 -0.245
C 0.027 2.812 0.557 -0.336
C -0.898 2.975 -2.054 -0.737
C -1.578 3.664 -1.033 0.576
C 0.726 2.108 -0.454 0.561
C -3.415 -0.324 1.481 -0.590
C 1.110 -3.293 1.537 0.446
C -4.045 -1.666 -0.979 -0.220
C -2.738 4.430 -1.310 0.144
C 1.914 1.347 -0.157 -1.549
C -1.082 3.572 0.276 -0.719
C 0.223 2.238 -1.774 -0.369
C -2.574 0.368 0.728 -0.339
H 0.383 2.743 1.578 0.372
H -0.577 -3.748 2.509 0.325
H 2.418 1.614 0.767 0.551
H 0.733 1.713 -2.571 0.330
H -4.206 0.143 2.059 0.403
H -1.271 3.042 -3.069 0.420
H -5.211 -2.514 0.528 0.345
H -2.596 1.441 0.602 0.121
H -2.933 -1.159 -2.747 0.380
H -1.593 4.111 1.067 0.357
H 2.612 1.236 -0.991 0.514
H -4.854 -1.917 -1.656 0.301
```



Here is C15H12IrOS as an isolated structure from the OMol25 dataset. Energies are from ωB97M-V/def2-TZVPD.

Computed properties:
**Total charge**: +2
**M**: 432.5 u
**Strongest force on any atom**: 0.60 eV/A
**DFT total energy**: -1155.80377 Ha
**Spin multiplicity**: 2

```
30
Properties=species:S:1:pos:R:3:mulliken_charge:R:1
Ir 0.696 -3.865 -0.901 0.612
S -0.139 4.778 1.474 -0.141
O -2.829 4.418 1.699 -0.388
C -0.967 1.108 0.084 -0.715
C -2.003 5.251 1.719 0.799
C 0.722 -1.904 -0.786 -0.789
C -1.181 2.385 0.513 -0.378
C 1.174 -4.924 -2.661 -0.323
C 1.448 1.356 0.440 -0.737
C -2.095 6.712 1.987 -1.167
C -0.073 3.179 0.931 1.001
C 1.248 2.635 0.866 -0.670
C 0.196 -6.017 -0.863 -0.347
C 2.182 -5.163 -1.668 -0.310
C 0.546 -0.756 -0.397 0.640
C 0.341 0.570 0.048 0.469
C -0.062 -5.440 -2.141 -0.330
C 1.563 -5.845 -0.567 -0.309
H -1.467 6.967 2.844 0.394
H -1.725 7.266 1.122 0.384
H 2.444 0.939 0.397 0.458
H 2.053 -6.091 0.362 0.422
H 1.315 -4.428 -3.608 0.425
H -1.026 -5.363 -2.622 0.425
H -1.799 0.499 -0.241 0.447
H 3.217 -4.862 -1.726 0.430
H -0.555 -6.413 -0.197 0.414
H -2.179 2.788 0.534 0.520
H -3.131 6.968 2.191 0.324
H 2.086 3.250 1.168 0.439
```



Here is a 2-piece molecular cluster, C15H12NO3S overall from the OMol25 dataset. Energies are from ωB97M-V/def2-TZVPD.

Computed properties:
**Total charge**: -1
**M**: 286.3 u
**Strongest force on any atom**: 1.66 eV/A
**DFT total energy**: -1257.40862 Ha

```
32
Properties=species:S:1:pos:R:3:mulliken_charge:R:1
S 0.471 -2.226 -0.172 -0.403
O -2.993 -5.030 4.683 -0.654
O -4.630 -4.442 3.330 -0.652
O -0.789 1.847 -1.652 -0.599
N -3.409 -4.536 3.607 0.921
C 1.317 2.895 -1.924 0.537
C 3.089 4.553 -1.877 -0.507
C -0.163 -3.725 2.018 -0.583
C 1.948 4.099 -3.934 -0.348
C -1.080 -4.159 2.940 -0.282
C 1.151 3.155 -3.296 -0.473
C 0.341 1.976 -1.194 0.553
C 0.794 1.269 0.039 -0.062
C -1.980 -3.067 0.525 -0.573
C -2.897 -3.504 1.444 -0.305
C 2.916 4.815 -3.233 -0.428
C 2.306 3.600 -1.226 -0.405
C -2.457 -4.061 2.661 0.012
C -0.098 0.680 0.827 -0.968
C -0.577 -3.098 0.799 -0.013
H 1.807 4.291 -4.989 0.359
H 2.440 3.403 -0.158 0.324
H 3.830 5.104 -1.309 0.354
H -2.303 -2.634 -0.411 0.400
H 0.894 -3.798 2.225 0.372
H 0.386 2.612 -3.849 0.381
H 0.192 0.275 1.765 0.325
H 3.523 5.568 -3.728 0.358
H 1.885 1.234 0.215 0.294
H -0.790 -4.586 3.892 0.414
H -1.159 0.928 0.712 0.233
H -3.963 -3.440 1.269 0.417
```



Here is C15H12NO7P2V as an isolated structure from the OMol25 dataset. Energies are from ωB97M-V/def2-TZVPD.

Computed properties:
**Total charge**: +2
**M**: 431.2 u
**Strongest force on any atom**: 5.88 eV/A
**DFT total energy**: -2786.48043 Ha

```
38
Properties=species:S:1:pos:R:3:mulliken_charge:R:1
V -1.067 0.504 0.259 -0.453
P -1.730 3.512 -0.077 0.826
P -1.679 1.837 2.212 1.216
O -2.694 0.805 1.694 -0.503
O -0.223 1.534 1.727 -0.362
O -2.065 3.298 1.626 -0.191
O -1.388 2.201 -0.835 -0.380
O -0.737 4.560 -0.443 -0.552
O -1.549 2.325 3.681 -0.465
O -3.124 4.047 -0.550 -0.458
N 0.707 -0.300 -0.399 -0.431
C -3.531 -2.802 -0.898 -0.715
C 1.574 -2.571 -0.544 -0.891
C 4.580 1.230 -0.264 -0.705
C -2.546 -3.737 -1.215 -0.564
C 3.080 -0.693 -0.132 0.894
C -0.875 -2.115 -0.610 0.732
C 1.971 0.197 -0.152 0.914
C -3.187 -1.534 -0.392 0.018
C -1.221 -3.335 -1.203 -0.739
C 0.540 -1.657 -0.517 1.952
C 3.466 2.095 -0.167 -0.494
C -1.831 -1.176 -0.232 0.327
C 4.373 -0.119 -0.152 -0.610
C 2.163 1.619 -0.129 -0.409
C 2.829 -2.076 -0.260 -0.813
H 5.616 1.626 -0.322 0.399
H -1.342 1.746 4.451 0.395
H -0.381 -4.029 -1.396 0.296
H -3.938 -0.839 -0.080 0.524
H -2.803 -4.724 -1.516 0.499
H 3.727 3.136 0.008 0.435
H 1.316 2.312 -0.345 0.289
H 1.399 -3.614 -0.682 0.380
H -3.783 3.310 -0.641 0.348
H 5.211 -0.832 -0.146 0.407
H -4.560 -3.022 -0.958 0.467
H 3.702 -2.718 -0.402 0.417
```



Here is C15H13CaF6N4O7S3 as an isolated structure from the OMol25 dataset. Energies are from ωB97M-V/def2-TZVPD.

Computed properties:
**Total charge**: -1
**M**: 611.6 u
**Strongest force on any atom**: 1.17 eV/A
**DFT total energy**: -3796.78889 Ha

```
49
Properties=species:S:1:pos:R:3:mulliken_charge:R:1
Ca 1.334 -0.628 -0.396 0.956
S 3.969 -1.830 0.609 0.862
S 2.251 -3.573 -0.617 1.121
S 1.565 2.063 0.959 -0.411
F 2.109 -2.756 -3.152 -0.194
F 5.318 0.366 0.890 -0.231
F 5.985 -0.852 -0.776 -0.232
F 4.142 0.289 -0.934 -0.177
F 0.494 -4.047 -2.498 -0.225
F 2.453 -4.878 -2.891 -0.242
O 1.049 -3.099 0.027 -0.608
O -0.826 4.617 -3.533 -0.730
O 1.368 0.563 -2.443 -0.728
O 4.917 -2.720 1.188 -0.603
O 2.851 -4.794 -0.191 -0.644
O 2.962 -1.208 1.432 -0.571
O -0.178 -0.994 -2.153 -0.867
N 0.597 3.564 -2.126 -0.142
N -0.091 0.062 1.527 -0.005
N -2.701 1.670 -0.318 -0.349
N 3.278 -2.335 -0.764 -0.535
C -4.112 3.358 -1.266 -0.355
C 0.366 -0.089 -2.842 1.342
C 4.919 -0.414 -0.110 0.789
C 1.799 -3.816 -2.417 0.701
C -0.630 3.905 -2.555 0.452
C -1.023 -0.448 3.666 -0.799
C -0.349 0.647 4.207 -0.110
C -0.849 -0.696 2.321 -0.514
C -1.676 2.209 -0.969 0.372
C 0.574 1.122 2.030 0.587
C -3.039 3.903 -1.950 -0.710
C 0.444 1.427 3.400 -0.870
C -1.787 3.325 -1.793 0.458
C -3.889 2.247 -0.465 -0.451
C -0.240 0.240 -4.193 -1.337
H -4.710 1.793 0.081 0.364
H 0.375 0.948 -4.741 0.298
H -0.715 1.725 -0.839 0.111
H -5.108 3.773 -1.348 0.376
H -0.376 -0.677 -4.766 0.349
H 0.980 2.279 3.794 0.410
H 1.376 3.828 -2.702 0.191
H -1.337 -1.536 1.839 0.432
H -1.230 0.670 -4.032 0.284
H -3.138 4.756 -2.609 0.459
H -1.652 -1.089 4.267 0.393
H 0.763 2.944 -1.340 -0.031
H -0.444 0.886 5.260 0.362
```